# 1
{
  "formula": "C30H26Br2F6NO3PS",
  "method": "wB97M-V/def2-TZVPD",
  "elements": ["O", "S", "O", "F", "N", "Br", "P", "O", "Br", "H", "F", "C", "C", "C", "C", "C", "C", "H", "H", "H", "H", "H", "F", "C", "C", "C", "C", "C", "C", "H", "H", "H", "H", "H", "F", "C", "C", "C", "C", "C", "C", "H", "H", "H", "H", "H", "F", "C", "C", "C", "C", "C", "C", "H", "H", "H", "H", "H", "F", "C", "C", "C", "C", "C", "C", "H", "H", "H", "H", "H"],
  "coordinates": [[-1.21, 3.39, -0.31], [-1.79, 2.31, -1.03], [-3.17, 2.38, -1.36], [-0.99, 2.08, -2.33], [-1.49, 0.84, -0.30], [-2.75, 0.48, 1.01], [0.15, 0.50, 0.28], [0.91, 1.58, -0.64], [0.53, -1.44, -0.79], [1.82, 1.62, -0.32], [-2.90, -3.03, -2.28], [-3.36, -2.12, -3.16], [-3.46, -0.80, -2.76], [-3.94, 0.13, -3.68], [-4.30, -0.27, -4.96], [-4.20, -1.60, -5.33], [-3.72, -2.54, -4.43], [-3.17, -0.54, -1.75], [-4.02, 1.17, -3.38], [-4.68, 0.47, -5.66], [-4.49, -1.90, -6.33], [-3.62, -3.58, -4.70], [3.24, 1.04, -1.79], [3.92, 1.98, -2.49], [5.22, 1.72, -2.86], [5.91, 2.68, -3.58], [5.29, 3.88, -3.91], [3.98, 4.12, -3.52], [3.28, 3.16, -2.80], [5.68, 0.78, -2.59], [6.93, 2.50, -3.89], [5.83, 4.63, -4.47], [3.50, 5.05, -3.77], [2.25, 3.32, -2.50], [-0.85, -0.45, 3.54], [0.34, -0.25, 4.14], [1.06, -1.35, 4.57], [2.29, -1.15, 5.18], [2.78, 0.14, 5.35], [2.04, 1.23, 4.91], [0.81, 1.04, 4.30], [0.66, -2.35, 4.43], [2.87, -1.99, 5.51], [3.74, 0.30, 5.83], [2.41, 2.23, 5.05], [0.21, 1.87, 3.94], [3.98, 0.85, 8.09], [5.17, 1.05, 8.69], [5.89, -0.05, 9.13], [7.11, 0.16, 9.74], [7.60, 1.44, 9.91], [6.86, 2.53, 9.47], [5.63, 2.34, 8.85], [5.48, -1.05, 8.99], [7.69, -0.69, 10.08], [8.56, 1.60, 10.40], [7.23, 3.54, 9.61], [5.04, 3.17, 8.49], [-6.88, -1.71, -7.10], [-7.43, -2.88, -6.71], [-7.47, -3.93, -7.60], [-8.03, -5.13, -7.19], [-8.55, -5.26, -5.91], [-8.50, -4.18, -5.03], [-7.93, -2.98, -5.43], [-7.07, -3.80, -8.60], [-8.07, -5.97, -7.88], [-8.99, -6.20, -5.60], [-8.90, -4.28, -4.03], [-7.87, -2.14, -4.76]],
  "e_lumo_ev": -0.35,
  "homo_energy_ev": -8.915,
  "gap_ev": 8.569,
  "charge": 0
}



# 2
{
  "formula": "C34H39BaBrN8O3S3",
  "method": "wB97M-V/def2-TZVPD",
  "elements": ["Ba", "N", "C", "C", "N", "C", "C", "N", "C", "C", "N", "H", "H", "H", "H", "H", "H", "H", "H", "H", "H", "H", "H", "H", "H", "H", "H", "H", "H", "C", "O", "C", "C", "C", "C", "C", "C", "N", "N", "C", "O", "C", "C", "C", "C", "C", "C", "C", "O", "H", "H", "H", "H", "H", "H", "H", "H", "H", "H", "H", "H", "Br", "C", "C", "C", "C", "C", "C", "N", "C", "C", "C", "C", "C", "C", "N", "H", "H", "H", "H", "H", "H", "H", "H", "H", "S", "C", "S", "S"],
  "coordinates": [[-1.10, 0.49, 0.68], [1.60, -1.50, -1.55], [2.88, -0.93, -1.93], [2.90, 0.58, -2.18], [2.60, 1.40, -1.02], [3.75, 1.45, -0.12], [3.50, 1.61, 1.40], [2.10, 1.52, 1.79], [2.19, 2.73, -1.48], [1.49, 3.60, -0.44], [0.15, 3.10, -0.17], [1.41, -1.31, -0.56], [0.84, -1.06, -2.06], [3.22, -1.40, -2.86], [3.61, -1.21, -1.17], [2.15, 0.79, -2.94], [3.88, 0.86, -2.62], [4.42, 2.27, -0.45], [4.31, 0.53, -0.26], [3.88, 2.58, 1.74], [4.12, 0.84, 1.90], [2.01, 1.68, 2.78], [1.77, 0.57, 1.62], [1.49, 2.60, -2.31], [3.07, 3.28, -1.87], [1.49, 4.63, -0.82], [2.05, 3.60, 0.49], [-0.52, 3.46, -0.84], [-0.18, 3.40, 0.74], [-5.42, 0.05, 0.84], [-5.71, -0.78, 1.96], [-4.74, -0.89, 2.93], [-5.20, -0.88, 4.24], [-4.33, -1.02, 5.32], [-2.98, -1.20, 5.07], [-2.51, -1.24, 3.76], [-1.13, -1.62, 3.46], [-0.10, -1.10, 3.99], [1.12, -1.73, 3.70], [1.51, -1.69, 2.46], [0.91, -1.16, 1.44], [2.86, -2.30, 2.22], [3.15, -2.91, 1.00], [4.40, -3.46, 0.77], [5.38, -3.41, 1.75], [5.10, -2.80, 2.97], [3.84, -2.26, 3.21], [-3.36, -1.04, 2.65], [-2.85, -1.02, 1.44], [-6.38, 0.25, 0.36], [-4.74, -0.43, 0.14], [-4.97, 1.00, 1.14], [-6.26, -0.73, 4.39], [-4.72, -0.98, 6.33], [-2.27, -1.33, 5.88], [-1.00, -2.45, 2.75], [2.39, -2.94, 0.23], [4.61, -3.93, -0.18], [6.37, -3.83, 1.57], [5.86, -2.75, 3.74], [3.60, -1.79, 4.15], [0.76, 4.74, -6.48], [0.15, 3.38, -5.29], [0.55, 2.07, -5.50], [0.10, 1.09, -4.63], [-0.73, 1.41, -3.56], [-1.13, 2.73, -3.37], [-0.70, 3.71, -4.24], [-1.10, 0.40, -2.65], [-1.96, -0.46, -3.01], [-2.30, -1.63, -2.17], [-3.36, -2.45, -2.53], [-3.63, -3.56, -1.74], [-2.82, -3.81, -0.65], [-1.78, -2.93, -0.37], [-1.53, -1.86, -1.11], [1.21, 1.82, -6.31], [0.43, 0.06, -4.76], [-1.80, 2.96, -2.54], [-1.01, 4.74, -4.10], [-2.49, -0.38, -3.97], [-3.97, -2.21, -3.39], [-4.47, -4.21, -1.97], [-2.99, -4.66, 0.00], [-1.14, -3.06, 0.49], [-3.27, 5.25, 0.45], [-2.96, 3.61, 0.67], [-3.22, 2.48, -0.64], [-2.35, 2.98, 2.16]],
  "e_lumo_ev": 3.52,
  "homo_energy_ev": -1.104,
  "gap_ev": 4.624,
  "charge": -2
}



# 3
{
  "formula": "C18H49FN8O4P2S",
  "method": "wB97M-V/def2-TZVPD",
  "elements": ["H", "N", "C", "C", "N", "C", "C", "C", "C", "S", "O", "O", "F", "H", "H", "H", "H", "H", "H", "H", "H", "H", "H", "H", "H", "C", "N", "C", "P", "O", "N", "C", "C", "N", "C", "C", "H", "H", "H", "H", "H", "H", "H", "H", "H", "H", "H", "H", "H", "H", "H", "H", "H", "H", "C", "N", "C", "P", "O", "N", "C", "C", "N", "C", "C", "H", "H", "H", "H", "H", "H", "H", "H", "H", "H", "H", "H", "H", "H", "H", "H", "H", "H"],
  "coordinates": [[-6.33, -2.45, 2.80], [-5.35, -2.22, 2.49], [-5.14, -0.84, 2.58], [-3.70, -0.18, 2.16], [-3.03, 0.66, 3.17], [-1.82, 0.18, 3.84], [-0.39, 0.27, 3.06], [0.45, -1.12, 3.43], [-0.45, 0.43, 1.43], [-3.48, 2.29, 3.32], [-4.76, 2.70, 2.49], [-2.27, 3.23, 3.00], [-3.91, 2.59, 4.99], [-6.10, -0.22, 2.93], [-2.96, -1.05, 1.83], [-3.90, 0.46, 1.18], [-1.96, -0.96, 4.16], [-1.70, 0.76, 4.87], [0.24, 1.18, 3.48], [-0.29, -2.01, 3.13], [0.57, -1.14, 4.62], [1.48, -1.18, 2.88], [-0.55, -0.65, 0.95], [-1.37, 1.09, 1.14], [0.54, 0.95, 1.04], [-4.30, 3.49, -1.20], [-3.21, 2.92, -1.96], [-1.99, 3.69, -1.71], [-3.20, 2.08, -3.43], [-2.39, 0.91, -2.80], [-4.57, 1.07, -3.68], [-5.52, 0.76, -2.61], [-4.24, -0.21, -4.33], [-4.13, 3.41, -4.15], [-5.57, 3.60, -4.15], [-3.66, 3.60, -5.54], [-4.59, 4.47, -1.59], [-4.01, 3.63, -0.15], [-5.17, 2.85, -1.15], [-2.01, 4.63, -2.27], [-1.10, 3.13, -2.03], [-1.85, 3.91, -0.65], [-5.00, 0.41, -1.71], [-6.23, -0.02, -2.92], [-6.15, 1.62, -2.37], [-3.85, -0.95, -3.62], [-3.49, -0.06, -5.12], [-5.12, -0.64, -4.82], [-6.10, 2.85, -4.74], [-5.83, 4.58, -4.57], [-6.00, 3.61, -3.14], [-4.00, 2.79, -6.18], [-2.56, 3.62, -5.56], [-4.00, 4.55, -5.95], [6.79, -0.69, -0.43], [6.09, -0.86, 0.83], [6.48, 0.21, 1.74], [5.53, -2.25, 1.62], [4.12, -1.64, 1.77], [4.95, -3.48, 0.56], [4.72, -3.24, -0.86], [3.76, -4.18, 1.07], [7.16, -2.95, 1.44], [7.70, -3.69, 0.30], [7.45, -3.74, 2.65], [7.86, -0.89, -0.33], [6.68, 0.33, -0.80], [6.39, -1.31, -1.22], [7.48, 0.03, 2.16], [5.78, 0.29, 2.58], [6.48, 1.19, 1.25], [4.11, -2.35, -1.02], [4.21, -4.09, -1.34], [5.66, -3.15, -1.42], [2.84, -3.61, 0.89], [3.85, -4.35, 2.15], [3.65, -5.17, 0.61], [7.21, -4.66, 0.15], [8.77, -3.88, 0.45], [7.65, -3.12, -0.63], [6.87, -4.67, 2.67], [7.20, -3.16, 3.55], [8.52, -3.99, 2.73]],
  "e_lumo_ev": -1.64,
  "homo_energy_ev": -7.701,
  "gap_ev": 6.065,
  "charge": 0,
  "smiles": "[H]/N=C/CN(CC(C)C)S(=O)(=O)F.CN(C)P(=O)(N(C)C)N(C)C.CN(C)P(=O)(N(C)C)N(C)C"
}



# 4
{
  "formula": "C21H17ClKO3",
  "method": "wB97M-V/def2-TZVPD",
  "elements": ["K", "O", "C", "C", "O", "O", "C", "C", "C", "C", "C", "C", "C", "C", "C", "C", "C", "C", "H", "H", "H", "H", "H", "H", "H", "H", "H", "H", "H", "Cl", "C", "C", "C", "C", "C", "C", "C", "H", "H", "H", "H", "H", "H"],
  "coordinates": [[0.93, 0.22, -0.94], [-0.53, 1.46, 0.71], [0.33, 2.54, 1.13], [1.79, 1.95, 1.34], [2.59, 2.74, 1.86], [1.96, 0.77, 0.93], [0.40, 3.61, 0.03], [-0.25, 3.44, -1.19], [-0.13, 4.39, -2.20], [0.63, 5.53, -2.00], [1.27, 5.71, -0.78], [1.17, 4.76, 0.22], [-0.21, 3.06, 2.46], [-0.91, 4.25, 2.59], [-1.47, 4.62, 3.81], [-1.32, 3.81, 4.92], [-0.61, 2.61, 4.81], [-0.06, 2.25, 3.59], [-1.44, 1.78, 0.74], [-0.85, 2.56, -1.38], [-0.64, 4.23, -3.14], [0.72, 6.27, -2.78], [1.88, 6.59, -0.61], [1.70, 4.89, 1.16], [-1.03, 4.90, 1.73], [-2.01, 5.56, 3.89], [-1.74, 4.10, 5.88], [-0.48, 1.97, 5.67], [0.49, 1.32, 3.50], [1.61, -0.70, -4.09], [0.01, -1.13, -4.69], [-0.06, -2.00, -5.76], [-1.29, -2.43, -6.25], [-2.44, -1.95, -5.62], [-2.37, -1.07, -4.56], [-1.13, -0.59, -4.02], [-1.05, 0.26, -2.91], [0.86, -2.36, -6.21], [-1.35, -3.12, -7.09], [-3.42, -2.26, -5.97], [-3.28, -0.71, -4.10], [-1.96, 0.73, -2.54], [-0.14, 0.81, -2.75]],
  "e_lumo_ev": 2.47,
  "homo_energy_ev": -2.894,
  "gap_ev": 5.366,
  "charge": -1
}



# 5
{
  "formula": "C26H55ClF4N6O8Si",
  "method": "wB97M-V/def2-TZVPD",
  "elements": ["C", "C", "F", "C", "Si", "C", "C", "O", "Cl", "C", "C", "O", "C", "F", "F", "F", "H", "H", "H", "H", "H", "H", "H", "H", "H", "H", "H", "H", "H", "C", "N", "C", "C", "O", "H", "H", "H", "H", "H", "H", "H", "C", "N", "C", "C", "O", "H", "H", "H", "H", "H", "H", "H", "C", "N", "C", "C", "O", "H", "H", "H", "H", "H", "H", "H", "C", "N", "C", "C", "O", "H", "H", "H", "H", "H", "H", "H", "C", "N", "C", "C", "O", "H", "H", "H", "H", "H", "H", "H", "C", "N", "C", "C", "O", "H", "H", "H", "H", "H", "H", "H"],
  "coordinates": [[-1.93, 1.21, -0.64], [-0.80, 0.38, -1.43], [-0.54, 1.00, -2.73], [0.52, 0.06, -0.59], [1.28, 1.54, 0.34], [1.15, 3.22, -0.63], [2.22, 4.27, -0.03], [3.09, 4.79, -0.76], [2.11, 4.69, 1.77], [0.48, 1.67, 2.09], [1.45, 1.26, 3.30], [2.84, 1.58, 3.09], [1.35, -0.28, 3.75], [1.86, -1.17, 2.76], [2.09, -0.38, 4.99], [0.02, -0.71, 4.01], [-1.83, 1.21, 0.49], [-1.99, 2.25, -1.12], [-2.93, 0.70, -0.87], [-1.28, -0.64, -1.69], [0.33, -0.87, 0.06], [1.32, -0.28, -1.37], [2.73, 1.26, 0.53], [1.44, 3.02, -1.73], [0.09, 3.65, -0.53], [0.12, 2.74, 2.31], [-0.45, 1.00, 2.19], [1.10, 1.87, 4.22], [3.23, 1.73, 3.99], [6.15, -1.38, 3.26], [5.61, -0.21, 2.61], [6.22, 0.63, 1.73], [7.65, 0.34, 1.36], [5.61, 1.58, 1.26], [5.53, -2.24, 2.99], [6.09, -1.22, 4.34], [7.18, -1.57, 2.98], [4.65, 0.05, 2.81], [8.00, 1.09, 0.65], [8.29, 0.38, 2.25], [7.73, -0.64, 0.88], [6.08, 2.23, -3.12], [6.43, 1.14, -2.24], [7.51, 0.32, -2.30], [8.50, 0.52, -3.42], [7.65, -0.56, -1.46], [6.02, 3.15, -2.53], [5.10, 2.02, -3.55], [6.81, 2.36, -3.92], [5.82, 0.94, -1.46], [9.30, -0.21, -3.33], [8.01, 0.39, -4.38], [8.93, 1.52, -3.35], [-7.81, 0.50, 0.71], [-6.38, 0.64, 0.86], [-5.51, 1.33, 0.07], [-6.07, 2.05, -1.12], [-4.31, 1.35, 0.34], [-8.29, 0.88, 1.61], [-8.04, -0.57, 0.62], [-8.19, 1.03, -0.16], [-5.93, 0.18, 1.64], [-5.26, 2.56, -1.65], [-6.54, 1.35, -1.80], [-6.79, 2.81, -0.80], [-8.98, 4.84, -5.00], [-8.65, 3.76, -4.10], [-7.58, 2.92, -4.14], [-6.57, 3.12, -5.24], [-7.45, 2.05, -3.29], [-9.04, 5.77, -4.41], [-9.96, 4.64, -5.44], [-8.24, 4.96, -5.79], [-9.28, 3.57, -3.33], [-5.78, 2.38, -5.14], [-7.05, 2.98, -6.21], [-6.13, 4.11, -5.18], [-9.37, -4.05, -2.85], [-9.59, -3.14, -1.75], [-9.45, -3.38, -0.42], [-9.01, -4.76, 0.01], [-9.67, -2.49, 0.39], [-8.61, -3.62, -3.50], [-10.31, -4.13, -3.42], [-9.06, -5.04, -2.52], [-9.88, -2.20, -1.95], [-8.94, -4.79, 1.10], [-9.74, -5.50, -0.32], [-8.03, -4.99, -0.41], [6.92, -5.22, 4.71], [8.08, -4.50, 5.17], [9.39, -4.72, 4.86], [9.71, -5.85, 3.92], [10.26, -4.01, 5.35], [6.26, -4.51, 4.20], [6.40, -5.62, 5.59], [7.17, -6.03, 4.04], [7.95, -3.72, 5.81], [10.79, -5.90, 3.78], [9.38, -6.80, 4.35], [9.24, -5.68, 2.96]],
  "e_lumo_ev": 0.43,
  "homo_energy_ev": -9.011,
  "gap_ev": 9.443,
  "charge": 0,
  "smiles": "C[C@@H](F)C[Si@@H](CC(=O)Cl)C[C@H](O)C(F)(F)F.CNC(C)=O.CNC(C)=O.CNC(C)=O.CNC(C)=O.CNC(C)=O.CNC(C)=O"
}



# 6
{
  "formula": "C4H9O3",
  "method": "wB97M-V/def2-TZVPD",
  "elements": ["C", "C", "C", "O", "O", "H", "H", "H", "H", "H", "C", "O", "H", "H", "H", "H"],
  "coordinates": [[-1.54, -1.07, -0.76], [-1.44, 0.04, 0.31], [-0.13, -1.61, -1.18], [0.06, -2.79, -1.01], [0.51, -0.73, -1.77], [-2.21, -1.83, -0.23], [-2.03, -0.89, -1.67], [-0.58, -0.09, 0.85], [-2.21, 0.01, 1.02], [-1.41, 0.94, -0.09], [1.53, 1.36, 0.84], [2.84, 0.97, 0.83], [3.14, 1.45, 0.03], [0.97, 0.49, 0.39], [1.08, 1.33, 1.90], [1.40, 2.42, 0.55]],
  "spin_multiplicity": 2,
  "e_lumo_ev": [0.76, -3.52],
  "homo_energy_ev": [-10.081, -10.043],
  "gap_ev": [10.837, 6.520],
  "charge": 0
}



Max |F| (eV/A)
1.54, 0.99, 8.57, 2.35, 5.48, 5.04